Model 1:
# C6H28NO8

A cluster of 8 separate species, C6H28NO8 in total (ωB97M-V with the def2-TZVPD basis set, the Open Molecules 2025 dataset).

CARTESIAN COORDINATES (ANGSTROEM)
H (-1.903, 1.080, -1.918)
H (-1.163, -1.609, 1.715)
C (0.363, 1.635, -0.369)
H (-3.002, 0.826, 1.466)
O (-3.070, 1.626, 0.825)
H (-0.520, -0.764, 2.911)
H (4.199, 0.229, 0.518)
O (3.122, -0.900, -1.545)
H (3.408, -1.072, -2.454)
O (-1.524, -3.314, -0.670)
H (1.585, 0.814, 2.236)
N (0.207, 0.676, -1.513)
H (-0.140, 1.264, 0.533)
H (1.571, -0.364, 0.998)
H (-0.082, -1.449, -1.892)
H (3.819, 1.807, 1.485)
H (-3.317, 0.586, -1.248)
C (2.095, 0.666, 1.250)
C (3.588, 0.687, 1.471)
H (-2.324, -2.846, -0.503)
O (1.848, -2.408, 0.903)
O (-2.873, 1.148, -1.952)
H (-2.057, -0.751, 0.033)
C (1.785, 1.650, 0.072)
H (1.248, -1.840, 1.387)
H (-0.794, -3.009, 0.061)
H (2.344, 1.158, -0.762)
C (-0.200, -0.634, -1.134)
H (0.298, -0.812, -0.184)
H (0.622, 3.776, -1.211)
H (-0.288, 1.159, -2.252)
C (-0.125, 3.064, -0.668)
O (-0.255, -1.538, 2.446)
O (-1.565, -0.624, -0.930)
H (-1.120, 3.256, -1.009)
H (2.394, -1.887, 0.325)
H (2.182, 2.685, 0.423)
O (-2.421, -0.663, 1.352)
H (-2.223, 1.760, 0.315)
H (2.202, -0.434, -1.717)
H (-0.289, 3.415, 0.373)
H (4.001, 0.330, 2.375)
H (-3.234, -1.086, 1.425)

* charge: -1
* gap between HOMO and LUMO: 8.7 eV
* lowest unoccupied orbital energy: 2.933 eV
* highest occupied orbital energy: -5.73 eV

Atom charges from the Löwdin analysis, given in e for atoms 1 to 4: atom 1 (H): -0.02, atom 2 (H): 0.12, atom 3 (C): -0.40, atom 4 (H): 0.02

Model 2:
# C6H28NO8

A structure of composition C6H28NO8 (ωB97M-V with the def2-TZVPD basis set, the Open Molecules 2025 dataset).

CARTESIAN COORDINATES (ANGSTROEM)
H (-1.547, 1.956, 2.252)
O (-1.099, 2.866, -2.196)
O (-1.879, -2.332, -0.801)
O (0.564, -2.672, 0.992)
H (1.047, -0.179, 0.651)
H (-1.075, -2.029, -1.350)
O (-0.913, -1.053, 1.385)
H (2.248, -1.941, 1.303)
H (-2.417, 0.500, 0.371)
C (0.380, 1.850, 1.422)
H (-0.936, 0.383, -0.314)
H (0.747, -0.768, -2.607)
H (0.770, 1.264, -0.521)
H (-2.323, -0.627, -1.978)
C (2.697, 1.031, 0.393)
O (-2.126, 0.202, -2.255)
H (-0.310, 2.432, -2.417)
H (-1.217, 2.758, -1.282)
H (0.802, 1.626, 2.409)
H (0.482, -2.714, -0.641)
H (2.765, -1.545, 2.723)
H (-0.108, -1.916, 1.656)
H (0.920, 3.590, 0.007)
O (0.282, -0.542, -3.409)
H (3.224, 0.345, -0.350)
O (0.751, -2.497, -1.600)
O (3.008, -1.629, 1.851)
H (1.677, -2.125, -1.306)
H (-1.598, -1.947, 0.020)
C (0.547, 3.329, 1.009)
H (1.249, 3.757, 1.712)
C (-1.195, -0.083, 2.327)
H (-0.453, -0.249, 3.232)
H (3.036, 0.563, 1.197)
N (-1.551, 1.057, 0.266)
C (-1.016, 1.271, 1.588)
H (0.324, -1.383, -3.793)
H (3.019, 2.126, 0.292)
H (-2.395, -0.260, 2.602)
H (0.467, -3.570, 1.175)
H (-1.536, 0.150, -3.004)
H (-0.370, 3.724, 1.254)
C (1.198, 0.923, 0.445)

* charge: -1
* gap between HOMO and LUMO: 8.4 eV
* lowest unoccupied orbital energy: 3.109 eV
* highest occupied orbital energy: -5.31 eV

Atom charges from the Löwdin analysis, given in e for atoms 1 to 4: atom 1 (H): 0.12, atom 2 (O): -0.03, atom 3 (O): -0.10, atom 4 (O): -0.23

model 2 comes first in stability; the runner-up is 0.0310 hartree higher.

Model 1:
# C2H4FPS

The molecule C2H4FPS (ωB97M-V with the def2-TZVPD basis set, the Open Molecules 2025 dataset).

CARTESIAN COORDINATES (ANGSTROEM)
H (1.960, 0.412, 1.050)
H (1.533, 1.079, -0.384)
H (-2.660, -1.778, -0.094)
P (-2.925, -0.389, 0.301)
F (-1.189, 1.475, -0.174)
C (1.783, 0.206, 0.028)
C (-1.414, 0.212, -0.162)
H (2.551, -0.301, -0.396)
S (0.361, -0.916, -0.169)

* gap between HOMO and LUMO: 8.5 eV
* lowest unoccupied orbital energy: -0.082 eV
* SMILES: [H]/P=C(/F)SC
* highest occupied orbital energy: -8.57 eV

Atom charges from the Löwdin analysis, given in e for atoms 1 to 4: atom 1 (H): 0.03, atom 2 (H): -0.02, atom 3 (H): -0.12, atom 4 (P): 0.77

Model 2:
# C2H4FPS

The molecule C2H4FPS (ωB97M-V with the def2-TZVPD basis set, the Open Molecules 2025 dataset).

CARTESIAN COORDINATES (ANGSTROEM)
H (1.398, -0.693, -0.931)
F (-0.883, -1.346, 0.372)
H (1.616, -1.037, 0.658)
P (-2.807, 0.399, -0.164)
C (-1.204, -0.098, 0.098)
C (1.682, -0.178, -0.043)
H (2.620, 0.264, 0.172)
H (-2.659, 1.696, -0.256)
S (0.237, 0.993, 0.094)

* gap between HOMO and LUMO: 8.6 eV
* lowest unoccupied orbital energy: 0.229 eV
* SMILES: [H]/P=C(/F)SC
* highest occupied orbital energy: -8.36 eV

Atom charges from the Löwdin analysis, given in e for atoms 1 to 4: atom 1 (H): 0.01, atom 2 (F): -0.06, atom 3 (H): 0.04, atom 4 (P): 0.80

model 2 comes first in stability; the runner-up is 0.0288 hartree higher.

Model 1:
# C2H4BrNO

A cluster of 3 separate species, C2H4BrNO in total (ωB97M-V with the def2-TZVPD basis set, the Open Molecules 2025 dataset).

CARTESIAN COORDINATES (ANGSTROEM)
H (1.980, 1.168, 0.943)
C (1.624, 1.260, -0.134)
N (-0.288, -1.791, -0.112)
C (-0.936, -1.507, 0.820)
O (2.337, 0.703, -0.911)
Br (-3.661, 0.420, 0.435)
H (0.849, 1.879, -0.529)
H (0.449, -1.958, -0.897)
H (-2.353, -0.175, 0.385)

* gap between HOMO and LUMO: 11.1 eV
* lowest unoccupied orbital energy: 0.577 eV
* highest occupied orbital energy: -10.48 eV

Atom charges from the Löwdin analysis, given in e for atoms 1 to 4: atom 1 (H): 0.10, atom 2 (C): -0.16, atom 3 (N): 0.05, atom 4 (C): -0.09

Model 2:
# C2H4BrNO

The molecule C2H4BrNO (ωB97M-V with the def2-TZVPD basis set, the Open Molecules 2025 dataset).

CARTESIAN COORDINATES (ANGSTROEM)
N (0.140, 1.124, 0.970)
O (-0.607, -0.507, -0.434)
C (-0.718, 0.546, 0.298)
H (1.221, -1.081, 0.385)
H (-0.042, 2.059, 1.365)
C (0.713, -1.006, -0.583)
H (1.364, -0.349, -1.369)
Br (-2.764, 1.271, 0.392)
H (0.692, -2.057, -1.024)

* gap between HOMO and LUMO: 10.4 eV
* lowest unoccupied orbital energy: 0.285 eV
* SMILES: [H]/N=C(\Br)OC
* highest occupied orbital energy: -10.08 eV

Atom charges from the Löwdin analysis, given in e for atoms 1 to 4: atom 1 (N): 0.12, atom 2 (O): -0.12, atom 3 (C): -0.76, atom 4 (H): 0.08

model 2 comes first in stability; the runner-up is 0.0514 hartree higher.

Model 1:
# BH28O12

A cluster of 13 separate species, BH28O12 in total (ωB97M-V with the def2-TZVPD basis set, the Open Molecules 2025 dataset).

CARTESIAN COORDINATES (ANGSTROEM)
O (-3.576, -2.928, -1.227)
H (-4.185, -2.206, -1.394)
H (-0.698, -0.742, -1.875)
B (0.415, -0.066, -0.132)
H (0.147, -1.183, 1.834)
O (-2.680, -1.228, 0.869)
O (0.007, -1.819, 2.549)
H (2.927, 0.676, 2.172)
H (-0.012, -1.282, 3.346)
H (0.824, 0.763, -3.489)
O (-2.010, 1.233, 2.994)
H (-3.248, -0.590, 1.309)
H (0.962, -2.135, -0.307)
O (1.952, 2.132, 1.542)
H (-1.493, 1.919, 3.423)
H (0.786, 0.184, -1.231)
H (2.958, -0.653, 2.928)
H (-1.808, -1.063, 1.244)
H (-1.467, 1.453, 0.203)
H (3.852, -0.668, -2.194)
O (-2.333, 1.897, 0.330)
H (1.350, -0.388, 0.531)
H (0.349, 1.772, -1.411)
O (3.247, -1.298, -1.793)
O (1.248, -3.041, -0.129)
O (0.568, 2.627, -1.822)
H (0.962, 2.037, -4.296)
H (1.265, 1.713, 0.996)
H (-2.296, 1.625, 2.151)
O (3.532, 0.001, 2.521)
H (1.186, 3.019, -1.198)
H (-1.997, -0.083, -2.332)
H (-2.873, 1.585, -0.401)
H (-0.318, -0.999, -0.181)
H (2.702, -0.762, -1.204)
H (1.471, 2.747, 2.102)
H (1.385, -3.065, 0.822)
H (-2.902, -2.532, -0.655)
O (-1.271, -0.623, -2.652)
O (1.265, 1.126, -4.263)
H (-0.190, 0.846, 0.321)

* charge: -1
* gap between HOMO and LUMO: 9.8 eV
* lowest unoccupied orbital energy: 2.237 eV
* highest occupied orbital energy: -7.52 eV

Atom charges from the Löwdin analysis, given in e for atoms 1 to 4: atom 1 (O): -0.08, atom 2 (H): 0.02, atom 3 (H): -0.03, atom 4 (B): -0.36

Model 2:
# BH28O12

A cluster of 13 separate species, BH28O12 in total (ωB97M-V with the def2-TZVPD basis set, the Open Molecules 2025 dataset).

CARTESIAN COORDINATES (ANGSTROEM)
H (3.212, -6.568, -0.565)
H (0.051, 3.628, 4.731)
O (-2.151, 4.561, -2.131)
H (4.025, -0.684, -0.649)
H (-2.878, -2.801, 2.293)
O (-3.251, -3.459, 2.879)
O (-5.228, -0.747, -2.622)
H (0.528, -1.443, -0.522)
O (-0.255, 3.878, 3.859)
H (-4.649, -0.378, -3.288)
H (4.721, 0.587, -0.209)
H (-0.089, 0.186, -0.369)
H (0.206, -0.697, -5.328)
B (-0.195, -0.827, -0.011)
H (0.133, -0.037, -3.968)
H (3.314, 5.002, 0.771)
H (-1.702, 5.404, -2.067)
O (2.944, 3.939, -4.166)
H (2.256, 3.276, -4.221)
H (0.041, -0.766, 1.040)
H (2.026, -1.700, 5.489)
H (-5.583, 1.781, 3.104)
H (2.721, -1.633, 4.145)
H (-1.210, -5.266, -0.784)
O (0.033, 0.143, -4.902)
H (-0.310, 3.052, 3.378)
H (4.796, 5.022, 1.083)
H (-4.148, -3.579, 2.567)
O (4.118, 4.493, 0.662)
H (-4.886, 2.661, 2.089)
O (-1.353, -6.166, -1.077)
O (3.774, -5.821, -0.359)
H (-5.187, -0.125, -1.896)
H (3.026, 4.123, -3.230)
O (-5.408, 1.862, 2.167)
H (3.197, -5.061, -0.426)
H (-1.216, -1.129, -0.182)
H (-1.624, -6.635, -0.287)
H (-1.575, 3.947, -1.678)
O (2.894, -1.687, 5.085)
O (4.883, -0.336, -0.404)

* charge: -1
* gap between HOMO and LUMO: 7.4 eV
* lowest unoccupied orbital energy: 2.058 eV
* highest occupied orbital energy: -5.34 eV

Atom charges from the Löwdin analysis, given in e for atoms 1 to 4: atom 1 (H): 0.02, atom 2 (H): 0.02, atom 3 (O): -0.06, atom 4 (H): 0.03

model 1 comes first in stability; the runner-up is 0.1217 hartree higher.